Record 1
16
Properties=species:S:1:pos:R:3:forces:R:3 method="wB97M-V/def2-TZVPD" multiplicity=1 homo_lumo_gap_ev="8.07 / 8.07" lumo_ev="-0.470 / -0.468" e_homo_ev="-8.542 / -8.542" de_lowest_ev=6.795
C -0.312 0.565 -0.298 2.74 -1.66 -2.07
C 2.242 0.064 -0.823 0.28 -0.80 0.00
N -0.485 -0.757 0.204 -4.22 -0.66 2.72
C 0.835 -0.070 -1.328 -0.61 3.20 0.10
C -2.800 0.270 1.244 0.01 3.16 -0.12
O 0.337 -0.933 1.352 0.08 0.29 -0.06
N -2.495 1.367 0.905 -0.70 -1.79 0.50
O 0.529 -0.345 -2.451 0.01 -0.59 0.13
H 0.643 -1.846 1.280 -0.16 0.05 -0.05
H 0.105 1.309 0.376 -0.34 0.07 0.11
H -1.103 0.850 -0.982 -0.18 0.13 0.35
H 2.923 -0.479 -1.475 0.03 0.00 -0.05
H 2.521 1.118 -0.833 -0.19 0.05 0.00
H 2.340 -0.305 0.195 -0.01 0.11 0.04
H -1.719 -0.626 0.770 2.99 -0.89 -1.44
H -3.560 -0.181 1.864 0.26 -0.68 -0.16



Record 2
70
Properties=species:S:1:pos:R:3:forces:R:3 method="wB97M-V/def2-TZVPD" multiplicity=1 homo_lumo_gap_ev=8.07 lumo_ev=-0.196 e_homo_ev=-8.270 de_lowest_ev=1.201
N 64.988 -53.566 20.054 -3.72 -5.33 1.77
H 64.623 -52.758 20.398 -1.48 3.51 1.23
H 64.194 -54.354 20.121 1.80 2.29 -0.61
H 65.697 -53.871 20.633 2.24 -0.51 1.53
H 65.239 -53.493 19.147 0.86 0.33 -4.32
O 63.523 -54.104 17.414 -0.71 0.88 1.91
H 63.077 -53.643 18.196 0.79 -0.69 -1.60
C 60.819 -55.707 18.294 1.64 -1.55 -0.15
C 61.453 -56.808 17.398 1.95 1.78 -1.15
O 60.387 -57.178 16.549 1.46 -1.64 -0.98
C 59.336 -56.368 16.617 0.01 -0.71 1.52
O 58.312 -56.470 16.025 0.50 0.45 -0.10
O 59.582 -55.552 17.661 -1.77 2.67 -0.08
F 62.014 -57.923 18.042 -1.22 1.45 -0.64
H 61.567 -54.774 18.265 -1.96 -1.99 0.37
H 60.578 -56.290 19.202 0.56 1.20 0.51
H 62.284 -56.240 16.821 -1.02 -1.62 0.58
C 66.115 -56.192 16.649 1.49 -0.78 1.25
C 65.310 -56.120 15.398 -0.59 4.01 1.05
O 64.852 -57.342 15.122 -1.38 -0.40 -1.77
C 65.297 -58.276 15.951 -0.14 -1.33 1.05
O 64.912 -59.420 15.885 1.40 1.85 0.64
O 66.132 -57.669 16.865 0.25 -0.08 -0.26
F 66.039 -55.560 14.426 2.42 -0.40 -2.60
H 65.514 -55.789 17.516 0.95 -0.03 -0.97
H 67.228 -55.688 16.479 -2.95 -1.65 0.68
H 64.631 -55.266 15.433 -1.65 -1.06 0.96
C 62.189 -52.702 14.472 0.63 1.21 4.55
C 60.870 -53.337 15.050 1.31 -0.73 -1.73
O 60.893 -54.528 14.205 -0.59 -0.40 1.37
C 62.193 -54.818 13.767 -2.59 -1.83 -0.90
O 62.530 -55.822 13.225 -0.48 0.02 0.54
O 62.920 -53.786 13.911 2.00 3.21 0.95
F 59.780 -52.562 14.785 0.10 -0.37 -0.23
H 62.659 -52.335 15.547 -0.17 -0.75 -3.10
H 62.116 -51.890 13.734 -0.40 -0.39 0.42
H 60.834 -53.554 16.169 0.36 -0.05 -1.61
C 59.132 -51.581 20.593 -4.58 -1.43 3.05
C 59.923 -50.838 19.561 3.02 -1.99 3.01
O 61.065 -51.803 19.390 -0.92 2.05 0.15
C 61.097 -52.669 20.416 3.17 -1.18 -1.08
O 62.062 -53.395 20.595 -1.22 0.80 0.06
O 60.015 -52.660 21.104 -2.28 1.47 0.90
F 60.345 -49.623 20.034 0.02 -0.86 -0.26
H 58.065 -52.164 20.368 3.05 1.58 -0.44
H 58.719 -50.914 21.501 1.70 -1.26 -1.95
H 59.613 -50.760 18.615 -1.81 0.71 -3.43
C 65.530 -51.181 17.190 -2.21 -1.29 -0.12
O 65.454 -50.692 18.576 -0.69 -0.69 -0.78
C 64.203 -50.054 18.998 0.33 -0.36 -2.94
C 64.301 -49.799 20.491 -1.25 10.31 -8.79
O 64.340 -50.786 21.163 -1.72 -11.29 7.10
C 64.220 -50.604 22.538 1.23 -1.68 2.27
C 64.515 -52.036 23.231 1.57 2.10 -0.09
O 65.837 -52.478 22.831 0.15 0.55 1.18
C 66.541 -53.048 23.938 -2.91 -0.30 1.46
H 65.474 -50.363 16.436 0.05 -0.23 0.66
H 64.608 -51.963 16.940 2.30 1.74 0.81
H 66.496 -51.725 17.038 -0.82 0.52 0.46
H 63.254 -50.702 18.747 1.82 0.89 0.47
H 64.125 -49.090 18.332 -0.12 -1.41 1.63
H 63.517 -49.021 20.539 -0.99 -0.42 1.11
H 65.131 -49.230 20.710 2.63 2.14 -0.15
H 63.266 -50.158 22.917 0.33 -0.47 -0.77
H 65.041 -49.896 22.863 -0.64 -0.70 -0.16
H 63.943 -52.890 23.012 -1.86 -0.52 -0.84
H 64.480 -51.965 24.322 0.01 0.53 -0.10
H 66.965 -52.418 24.711 -0.30 1.09 -0.16
H 67.319 -53.566 23.564 2.68 -1.79 -1.51
H 65.920 -53.805 24.521 0.34 0.80 -0.86



Record 3
87
Properties=species:S:1:pos:R:3:forces:R:3 method="wB97M-V/def2-TZVPD" multiplicity=1 homo_lumo_gap_ev=5.12 lumo_ev=-0.499 e_homo_ev=-5.620 charge=-1
C 2.937 -0.151 0.777 -0.39 0.22 1.31
C 2.017 1.042 1.366 1.45 1.97 -0.41
Cl 0.350 0.709 2.022 2.03 0.22 -0.86
C 2.500 2.371 1.393 -0.53 -3.07 -0.48
Cl 4.183 2.689 0.696 -2.25 -0.27 0.97
S 1.621 3.855 2.071 0.54 5.92 1.87
O 2.311 5.071 1.489 -1.26 -3.58 0.45
O 1.831 3.917 3.578 -1.13 -1.91 -3.58
N -0.042 3.913 1.705 1.20 0.19 -1.16
S -0.345 4.773 0.245 4.41 1.87 -0.60
O 0.579 4.264 -0.849 -3.01 0.80 2.16
O -0.236 6.278 0.431 -1.27 -3.71 -0.38
C -2.137 4.454 -0.140 -1.25 -0.80 0.68
C -2.502 2.870 -0.143 1.50 -0.62 -1.07
O -1.720 2.061 -0.684 -3.18 2.24 1.82
C -3.903 2.495 0.532 -2.74 -0.66 1.81
C -4.221 3.106 1.941 -2.11 -1.55 -1.24
C -5.555 2.858 2.685 0.31 -1.76 -3.74
C -6.633 1.967 2.003 3.84 0.57 -2.06
C -6.298 1.323 0.614 1.88 2.00 1.67
C -4.955 1.568 -0.130 -0.72 1.53 3.42
H 2.988 -0.137 -0.367 -0.06 0.15 1.76
H 3.972 0.015 1.264 -1.56 -0.21 -1.14
H 2.591 -1.180 1.150 0.18 1.72 -0.69
H -2.402 4.899 -1.165 0.86 -0.81 1.54
H -2.791 5.007 0.633 1.29 -0.84 -1.12
H -3.428 3.765 2.442 -1.27 -1.14 -0.86
H -5.779 3.328 3.696 0.53 -0.69 -1.58
H -7.645 1.772 2.479 1.59 0.30 -0.69
H -7.104 0.656 0.159 1.39 1.05 0.56
H -4.760 1.071 -1.141 -0.26 0.89 1.71
C 4.050 -6.746 0.898 -0.29 -0.28 0.38
C 4.087 -5.592 0.226 1.32 -0.19 -1.05
C 3.108 -4.500 0.505 -0.57 0.43 0.22
O 3.180 -3.450 -0.113 0.22 -0.26 0.04
C 2.081 -4.740 1.523 0.13 0.30 -0.26
C 2.044 -5.895 2.191 -1.04 0.32 0.74
C 3.038 -6.976 1.933 0.66 -0.49 -0.31
O 2.983 -8.011 2.576 -0.30 0.30 0.06
O 1.095 -6.133 3.138 1.05 -0.34 -0.71
O 5.016 -5.366 -0.736 -0.47 0.26 1.73
H 4.754 -7.545 0.708 -0.02 0.05 0.01
H 1.367 -3.947 1.704 0.03 0.02 0.02
H 1.283 -7.032 3.473 -0.04 0.13 -0.01
H 4.832 -4.467 -1.067 0.02 -0.22 -0.08
C -4.837 7.558 -5.119 0.16 0.13 -0.34
C -4.803 6.745 -4.062 -1.24 0.39 0.56
C -3.652 5.827 -3.824 0.75 -0.42 -0.05
O -3.647 5.112 -2.838 -0.50 0.29 -0.25
C -2.563 5.821 -4.806 -0.15 -0.16 0.30
C -2.599 6.632 -5.865 1.13 -0.42 -0.46
C -3.736 7.570 -6.088 -0.60 0.41 0.00
O -3.727 8.310 -7.058 0.26 -0.28 0.08
O -1.597 6.636 -6.787 -1.16 0.43 0.45
O -5.818 6.721 -3.155 1.19 -0.41 -0.51
H -5.665 8.231 -5.302 0.04 -0.02 0.02
H -1.743 5.138 -4.631 0.00 0.04 0.04
H -1.856 7.306 -7.449 0.09 -0.09 0.09
H -5.556 6.056 -2.488 -0.07 0.11 -0.03
C 1.295 -3.654 -4.982 -0.17 -0.26 -0.41
C 2.024 -3.740 -3.866 -0.10 1.52 0.53
C 2.677 -5.018 -3.461 0.16 -0.61 -0.02
O 3.351 -5.055 -2.446 -0.77 0.18 -0.93
C 2.472 -6.195 -4.312 0.16 0.14 0.35
C 1.740 -6.110 -5.424 0.15 -1.31 -0.34
C 1.111 -4.825 -5.844 -0.31 0.89 -0.06
O 0.464 -4.781 -6.877 0.20 -0.42 0.14
O 1.539 -7.194 -6.223 -0.14 1.26 0.32
O 2.201 -2.662 -3.054 0.23 -1.54 -0.52
H 0.818 -2.733 -5.288 0.03 -0.03 0.03
H 2.936 -7.120 -3.997 -0.01 0.03 -0.02
H 0.982 -6.874 -6.959 0.08 -0.06 0.08
H 2.763 -2.977 -2.317 -0.15 0.23 0.12
C 0.832 -1.126 5.549 0.10 -0.12 -0.30
C 0.862 -1.138 6.883 -1.07 0.65 0.11
C 1.978 -1.787 7.629 0.55 -0.30 0.22
O 1.982 -1.763 8.849 -0.28 0.12 -0.22
C 3.036 -2.440 6.852 -0.15 0.08 0.33
C 3.004 -2.431 5.519 1.16 -0.68 -0.13
C 1.903 -1.759 4.773 -0.69 0.47 -0.31
O 1.916 -1.755 3.555 0.37 -0.43 0.28
O 3.978 -3.035 4.783 -1.09 0.63 0.12
O -0.126 -0.557 7.618 1.10 -0.69 -0.09
H 0.029 -0.657 4.995 0.07 0.04 -0.01
H 3.831 -2.922 7.406 -0.02 0.03 -0.02
H 3.728 -2.886 3.850 0.05 0.02 0.11
H 0.127 -0.700 8.551 -0.06 0.07 -0.13